# 1
This record from the Open Molecules 2025 dataset describes 2 unconnected molecules or ions with the total composition C6H14P at a distorted geometry. The level of theory is ωB97M-V/def2-TZVPD.

Structure (ORCA input):
```
! wB97M-V def2-TZVPD RIJCOSX def2/J DEFGRID3
* xyz 1 1
C -0.34 -2.54 -0.72
C 0.33 -1.83 0.10
C -0.29 -4.03 -0.93
C 1.70 2.39 -0.02
C -1.27 2.16 -0.71
C -0.12 1.32 1.80
P 0.16 1.34 0.01
H -1.27 -2.14 -1.08
H 1.05 -1.65 0.92
H -1.08 -4.55 -0.41
H 0.62 -4.65 -0.69
H -0.39 -4.27 -1.96
H 2.36 2.52 -0.86
H 2.31 1.95 0.69
H 1.45 3.33 0.38
H -1.61 3.03 -0.18
H -2.07 1.41 -0.88
H -1.03 2.39 -1.86
H -1.19 0.99 1.92
H 0.02 2.16 2.37
H 0.69 0.70 2.10
*
```

Output
- Frontier orbital gap (alpha / beta): 6.32 / 7.88 eV
- Energy relative to the best compared isomer or geometry (same formula, charge and spin): 5.3571 eV
- E_LUMO (alpha / beta): -6.359 / -5.323 eV
- HOMO level (alpha / beta): -12.679 / -13.203 eV
- Total energy: -577.94116 a.u.



# 2
This record from the Open Molecules 2025 dataset describes a gas-phase ion, C9H18INOP (charge +1) at a distorted geometry. The level of theory is ωB97M-V/def2-TZVPD.

Structure (ORCA input):
```
! wB97M-V def2-TZVPD RIJCOSX def2/J DEFGRID3
* xyz 1 1
C 4.67 -0.39 -0.23
C 3.20 -0.32 -0.61
O 2.64 0.98 -0.44
C 1.97 1.18 0.78
C 0.47 0.93 0.71
C -0.05 -0.33 0.04
C -1.37 0.08 -0.69
P -2.74 -0.42 0.49
C -4.39 0.05 -0.15
C -2.69 -2.24 0.65
C -1.21 1.55 -0.72
I -2.44 2.72 -1.92
N -0.27 1.98 0.01
H 5.31 -0.31 -1.10
H 4.86 -1.38 0.18
H 4.95 0.33 0.53
H 2.65 -1.08 -0.07
H 3.11 -0.55 -1.67
H 2.10 2.23 1.04
H 2.42 0.59 1.57
H 0.13 0.94 1.74
H 0.58 -0.77 -0.72
H -0.17 -1.05 0.84
H -1.36 -0.28 -1.72
H -4.98 0.31 0.71
H -4.91 -0.76 -0.66
H -4.37 0.90 -0.81
H -1.68 -2.55 0.88
H -3.31 -2.51 1.49
H -3.04 -2.80 -0.21
H -0.09 2.98 0.08
*
```

Output
- Frontier orbital gap: 7.78 eV
- E_LUMO: -3.978 eV
- HOMO level: -11.760 eV
- SMILES: CCOC[C@@H]1C[C@@H](P(C)C)C(I)=[NH+]1
- Total energy: -1122.49161 a.u.



# 3
This record from the Open Molecules 2025 dataset describes a gas-phase ion, C7H11ClN4 (charge +2) at a distorted geometry. The level of theory is ωB97M-V/def2-TZVPD.

Structure (ORCA input):
```
! wB97M-V def2-TZVPD RIJCOSX def2/J DEFGRID3
* xyz 2 1
C -0.48 1.83 -1.17
C 1.72 0.98 -0.32
C -0.21 -1.14 0.19
C 2.22 -0.22 0.41
C -2.13 0.50 0.12
C 3.49 -0.79 0.00
C -3.46 0.14 0.57
N 0.66 1.30 -0.72
N -1.00 -0.15 0.67
N -1.70 1.51 -0.61
N 1.15 -1.26 0.36
Cl -1.03 -2.51 -0.58
H -0.54 1.99 -2.27
H 2.30 0.15 1.38
H 3.49 -1.26 -1.06
H 4.05 -1.52 0.61
H 4.16 -0.05 0.01
H -3.51 0.57 1.64
H -3.47 -0.98 0.64
H -4.23 0.60 -0.06
H -0.40 0.33 1.27
H -2.54 2.04 -0.92
H 1.47 -2.06 -0.14
*
```

Output
- Frontier orbital gap (alpha / beta): 7.39 / 7.40 eV
- E_LUMO (alpha / beta): -9.013 / -9.011 eV
- HOMO level (alpha / beta): -16.407 / -16.407 eV
- Total energy: -951.75603 a.u.



# 4
This record from the Open Molecules 2025 dataset describes a gas-phase ion, CH3N2O2S (charge -1) at a distorted geometry. The level of theory is ωB97M-V/def2-TZVPD.

Structure (ORCA input):
```
! wB97M-V def2-TZVPD RIJCOSX def2/J DEFGRID3
* xyz -1 1
H -1.61 1.38 0.01
N -1.97 0.48 -0.34
C -1.09 -0.59 -0.47
N 0.46 -1.15 -0.40
S 1.30 0.06 0.19
O 2.72 -0.25 0.21
O 0.90 1.36 -0.29
H -1.75 -1.54 -0.61
H 1.06 0.26 1.69
*
```

Output
- Frontier orbital gap: 9.10 eV
- Energy relative to the best compared isomer or geometry (same formula, charge and spin): 2.7465 eV
- E_LUMO: 4.126 eV
- HOMO level: -4.971 eV
- SMILES: [H]/N=C\N=[S@@H](=O)[O-]
- Total energy: -698.03687 a.u.